1.
Density functional theory data (ωB97M-V/def2-TZVPD) for C7H20ClIrLuSi as an isolated structure in a non-equilibrium geometry.

Output
- spin multiplicity = 6
- net charge = 0
- E_HOMO (alpha / beta) (eV) = -6.4 / -8.8
- energy above the lowest of the compared OMol25 structures with the same formula, charge and spin (eV) = 0.4482
- LUMO (alpha / beta) (eV) = -0.29 / -2.27

CARTESIAN COORDINATES (ANGSTROEM)
Lu: 0.2266 -0.5636 -0.4460
Cl: -0.8339 -2.6921 0.0474
C: 1.7252 0.2576 1.0183
H: 1.3453 1.3179 1.0392
H: 2.8094 0.2939 0.9119
H: 1.4844 -0.2455 1.9670
Ir: 1.7863 -0.7121 -2.5857
C: 2.7438 -2.2103 -1.6691
C: -0.1273 -1.0956 -3.1043
C: 2.6097 0.8619 -3.1122
H: -0.7592 -0.1929 -2.9662
H: 0.1011 -1.2527 -4.1752
H: -0.5997 -1.9978 -2.6671
H: 3.3748 -1.7749 -0.8708
H: 2.0968 -3.0198 -1.2805
H: 3.3610 -2.5881 -2.5089
H: 3.7157 1.0295 -3.0833
H: 2.1440 1.5664 -3.8516
C: -1.8003 2.7472 1.8003
Si: -1.5772 0.8620 1.7306
C: -1.2980 0.2091 3.4835
C: -3.0814 0.0081 0.9594
H: -0.9305 3.2390 2.2702
H: -2.6793 3.0553 2.3929
H: -1.9126 3.2133 0.8049
H: -2.1682 0.4283 4.1283
H: -1.1539 -0.8806 3.4330
H: -0.3994 0.6767 3.9147
H: -3.9788 0.1906 1.5719
H: -3.2974 0.3491 -0.0658
H: -2.9272 -1.0800 0.9134

***

2.
Density functional theory data (ωB97M-V/def2-TZVPD) for an isolated molecule of C5H8N2O2 in a non-equilibrium geometry.

Output
- net charge = 0
- SMILES string = O=NN1CCC(=O)CC1
- E_HOMO (eV) = -9.1
- energy above the lowest of the compared OMol25 structures with the same formula, charge and spin (eV) = 5.6230
- LUMO (eV) = 0.25

CARTESIAN COORDINATES (ANGSTROEM)
O: -2.8677 -0.5395 -0.5863
N: -2.2253 0.4700 -0.3769
N: -1.0773 0.3057 0.1358
C: -0.6385 -1.0493 0.3338
C: 0.8643 -1.0317 0.7047
C: 1.8512 -0.2633 -0.1491
O: 2.9133 -0.5838 -0.7313
C: 1.3541 1.3518 -0.1772
C: -0.0490 1.3911 0.5406
H: -1.2499 -1.3492 1.4304
H: -0.8792 -1.7548 -0.5313
H: 1.1028 -2.1209 0.8426
H: 0.9406 -0.6057 1.7240
H: 2.1938 1.9934 0.2208
H: 1.2089 1.4315 -1.2387
H: -0.1233 1.2016 1.7519
H: -0.7337 2.3689 0.5124

***

3.
Density functional theory data (ωB97M-V/def2-TZVPD) for an isolated molecule of C3H4N2O in a non-equilibrium geometry.

Output
- net charge = 0
- SMILES string = N#C[C@H](N)C=O
- E_HOMO (eV) = -10.4
- energy above the lowest of the compared OMol25 structures with the same formula, charge and spin (eV) = 2.0123
- LUMO (eV) = 0.06

CARTESIAN COORDINATES (ANGSTROEM)
N: 1.3986 -1.1272 2.7991
C: 1.3378 -0.4596 1.8723
C: 1.1128 0.4217 0.7552
N: -0.3481 0.1964 0.4559
C: 2.0407 0.1596 -0.5449
O: 1.7727 -0.6011 -1.4333
H: 1.3197 1.4928 1.2394
H: -0.3913 0.1911 -0.5639
H: -0.6788 -0.7259 0.7724
H: 3.0362 0.6623 -0.5047

***

4.
Density functional theory data (ωB97M-V/def2-TZVPD) for a 10-piece molecular cluster, C15H50N8O10 overall in a non-equilibrium geometry.

Output
- net charge = 0
- SMILES string = NC(N)=O.NC(N)=O.NC(N)=O.NC(N)=O.CCO.CCO.CCO.CCO.CCO.CO
- E_HOMO (eV) = -7.8
- energy above the lowest of the compared OMol25 structures with the same formula, charge and spin (eV) = 2.2345
- LUMO (eV) = -0.70

CARTESIAN COORDINATES (ANGSTROEM)
N: 0.6172 1.1583 2.7444
C: 1.9202 0.9233 2.6634
N: 2.1152 -0.3597 2.6044
O: 2.9632 1.8973 2.8084
H: 0.1452 2.1023 2.8584
H: -0.0548 0.3813 2.8564
H: 3.0702 -0.6457 2.4124
H: 1.3902 -0.9787 2.2554
N: -1.3258 3.1603 2.1554
C: -1.3958 3.3883 0.9114
N: -2.2528 2.5823 0.3524
O: -0.6498 4.3313 0.2134
H: -0.6708 3.8323 2.6594
H: -1.8568 2.4523 2.6634
H: -2.0628 2.4423 -0.7006
H: -2.6188 1.7433 0.8224
N: -2.3138 -1.0707 1.2174
C: -2.3448 -0.3377 2.2874
N: -1.4328 -0.7527 3.1724
O: -3.0188 0.8473 2.4314
H: -2.9088 -0.7987 0.3734
H: -1.7648 -1.9847 1.0584
H: -1.7448 -0.4007 4.0354
H: -1.0558 -1.6967 3.2644
N: -0.3298 -3.1757 3.2404
C: -0.0368 -3.1117 1.9024
N: -1.0438 -3.3327 1.1144
O: 1.1402 -2.7627 1.3764
H: 0.4422 -2.7747 3.8574
H: -1.1678 -3.5427 3.6104
H: -0.6468 -3.4537 0.2234
H: -1.9518 -3.8067 1.3654
C: -3.3188 -0.1297 -3.0276
C: -4.1778 0.3933 -1.8266
O: -4.0198 -0.5207 -0.7226
H: -3.1228 0.6053 -3.7756
H: -3.8368 -0.9797 -3.5246
H: -2.3528 -0.4347 -2.5866
H: -5.2008 0.4203 -2.2366
H: -3.7848 1.3483 -1.6896
H: -4.8848 -0.8867 -0.5006
C: 0.6892 -0.4947 -2.3896
C: 0.1312 -0.2877 -0.9606
O: -0.0158 1.0953 -0.6396
H: 0.2362 0.0583 -3.2016
H: 0.5692 -1.5517 -2.5586
H: 1.7322 -0.2227 -2.4796
H: 0.8842 -0.7567 -0.3196
H: -0.7358 -0.8717 -0.9826
H: -0.0658 1.1593 0.3624
C: -2.0778 -3.2657 -2.5026
C: -0.8708 -4.2757 -2.2306
O: 0.1252 -3.8347 -1.3426
H: -2.5848 -2.7997 -1.6666
H: -2.9338 -3.6627 -3.0976
H: -1.6158 -2.3797 -2.9806
H: -0.4318 -4.4687 -3.1856
H: -1.2548 -5.1757 -1.7106
H: 0.6582 -4.5667 -1.0336
C: 3.8712 2.8013 -0.0736
C: 2.3592 3.1993 -0.1066
O: 2.1622 4.5403 0.3484
H: 4.4372 3.3763 -0.7396
H: 3.9872 1.8423 -0.5386
H: 4.2512 2.8613 0.9664
H: 1.8102 2.6043 0.5714
H: 1.7752 3.1213 -1.0896
H: 1.2132 4.6993 0.4514
C: 4.0772 -1.1047 -0.0596
C: 5.0622 -0.4337 0.9654
O: 4.6482 -0.3637 2.3234
H: 3.1992 -0.5517 -0.2926
H: 3.8082 -2.0797 0.2424
H: 4.6172 -1.3587 -0.9156
H: 5.3092 0.5733 0.6124
H: 6.0612 -0.9217 0.8104
H: 5.3862 0.0033 2.8114
C: -0.7278 3.1373 -3.3016
O: -1.5508 2.5423 -2.2996
H: 0.2142 3.4703 -2.8826
H: -1.2228 4.0363 -3.7556
H: -0.5718 2.4133 -4.1816
H: -1.0728 1.8233 -1.8696

***

5.
Density functional theory data (ωB97M-V/def2-TZVPD) for C29H29N4O4PbS2Si as an isolated structure.

Output
- net charge = +1
- E_HOMO (eV) = -9.8
- energy above the lowest of the compared OMol25 structures with the same formula, charge and spin (eV) = 0.2952
- LUMO (eV) = -6.57

CARTESIAN COORDINATES (ANGSTROEM)
Pb: -0.7886 0.4144 -1.3515
O: 3.9108 0.5335 -0.6187
C: 4.1003 1.8915 -0.6586
C: 5.3855 2.3956 -0.4740
C: 5.6238 3.7561 -0.4764
C: 4.5684 4.6398 -0.6596
C: 3.2957 4.1401 -0.8452
C: 3.0272 2.7669 -0.8574
C: 1.6230 2.3175 -1.0766
O: 1.3876 1.0583 -1.2335
N: 0.7123 3.2510 -1.0840
N: -0.5798 2.7720 -1.2765
C: -1.4587 3.7164 -1.2654
S: -0.9638 5.3831 -1.0696
C: -2.6539 6.0343 -1.0131
C: -3.5179 5.1645 -1.9003
S: -3.1737 3.4383 -1.4694
H: 4.7825 0.1274 -0.5530
H: 6.2058 1.7008 -0.3256
H: 6.6313 4.1234 -0.3338
H: 4.7388 5.7072 -0.6617
H: 2.4619 4.8108 -0.9951
H: -2.6220 7.0638 -1.3677
H: -3.0106 6.0223 0.0163
H: -3.2991 5.3282 -2.9548
H: -4.5796 5.3312 -1.7225
O: -4.3638 0.2392 1.1102
C: -3.2418 0.4044 0.6704
O: -2.9108 0.7104 -0.5259
C: -2.0753 0.2050 1.6516
C: -2.4105 -0.0518 2.9998
C: -1.4154 -0.2402 3.9033
C: -0.0680 -0.1571 3.4815
C: 1.0112 -0.3208 4.3817
C: 2.3014 -0.1975 3.9504
C: 2.5592 0.0911 2.5943
C: 1.5369 0.2384 1.6971
C: 0.1934 0.1158 2.1199
N: -0.8363 0.2731 1.2152
H: -3.4593 -0.0874 3.2531
H: -1.6344 -0.4393 4.9457
H: 0.7912 -0.5214 5.4231
H: 3.1227 -0.3005 4.6472
H: 3.5791 0.2125 2.2516
H: 1.7511 0.4637 0.6630
C: -2.3700 -5.3453 -2.3749
Si: -1.9170 -3.5390 -2.4562
C: -3.3876 -2.4644 -2.0965
C: -1.0255 -3.1461 -4.0341
N: -0.7048 -3.0129 -1.2236
C: -0.2238 -3.5008 -0.1409
C: 0.8194 -2.7354 0.5335
C: 1.3181 -3.1410 1.7386
C: 0.8113 -4.3131 2.3073
C: -0.1795 -5.1098 1.6951
C: -0.6878 -4.7302 0.4941
H: -2.9635 -5.5676 -3.2661
H: -2.9938 -5.5991 -1.5163
H: -1.5032 -6.0084 -2.3984
H: -4.1620 -2.7105 -2.8281
H: -3.1829 -1.3969 -2.1670
H: -3.8007 -2.6570 -1.1047
H: -1.6618 -3.4216 -4.8785
H: -0.0923 -3.7032 -4.1261
H: -0.7981 -2.0827 -4.1099
H: 1.1812 -1.8439 0.0342
H: 2.0711 -2.5599 2.2525
H: 1.1981 -4.6290 3.2696
H: -0.5247 -6.0053 2.1920
H: -1.4582 -5.3028 -0.0014

***

no.,DFT total energy (a.u.)
1,-2367.98360
2,-455.15184
3,-301.41328
4,-1791.80827
5,-2921.01249